No. 1
A molecular structure, C37H25Br3Cl7N4OTi, computed with wB97M-V/def2-TZVPD.

XYZ file:
```
78
Properties=species:S:1:pos:R:3:forces:R:3:lowdin_charge:R:1
Ti -0.2116 0.0501 0.2044 -1.6 1.5 -0.7 0.984
Br -3.6400 4.6986 3.7448 -0.1 0.1 0.1 0.841
C -2.7655 3.3122 2.8525 0.2 0.1 0.0 -0.670
C -3.4588 2.1931 2.4499 -0.1 -0.2 -0.1 -0.058
C -2.7670 1.2242 1.7448 0.0 0.0 -0.1 -0.098
N -1.4650 1.3156 1.4739 0.1 0.0 0.6 -0.012
C -0.7794 2.3544 1.9649 0.6 -0.1 0.1 -0.201
C -1.3988 3.3956 2.6195 0.0 0.3 0.1 -0.035
C 0.7135 2.1862 1.9448 -0.5 -0.1 0.1 -0.185
C 1.5795 3.1078 2.4883 0.1 0.3 0.0 -0.030
C 2.9226 2.7822 2.6154 -0.2 0.1 0.0 -0.668
Br 4.1167 4.0275 3.3158 0.1 0.2 0.1 0.855
C 3.3614 1.5320 2.2376 0.1 -0.3 -0.1 -0.071
C 2.4381 0.6757 1.6729 -0.1 -0.1 0.0 -0.126
N 1.1542 0.9942 1.5015 0.2 0.3 0.5 -0.008
H -4.5075 2.0626 2.6764 0.0 0.0 -0.1 0.123
H -3.2703 0.3357 1.3941 0.0 0.0 0.0 0.124
H -0.8414 4.2516 2.9714 0.0 0.0 0.1 0.109
H 1.2246 4.0709 2.8241 0.0 0.0 0.0 0.112
H 4.3890 1.2241 2.3666 0.0 0.0 0.0 0.118
H 2.7291 -0.3163 1.3570 0.0 0.0 0.0 0.060
Cl -0.6260 -0.6049 3.6978 -0.1 0.0 -0.3 0.699
C -1.5056 -1.6726 2.6088 0.2 0.1 0.0 -0.701
C -1.2743 -1.6163 1.2235 -0.1 -0.4 0.3 -0.303
C -1.8732 -2.6712 0.5346 0.0 0.0 -0.1 -0.656
Cl -1.5311 -2.9037 -1.1812 0.0 0.1 0.2 0.744
C -2.7379 -3.6116 1.1017 0.0 0.0 -0.2 -0.704
Cl -3.4949 -4.8259 0.1463 0.0 0.0 0.0 0.700
C -2.9945 -3.5558 2.4641 0.0 -0.1 0.1 -0.708
Cl -4.0758 -4.6704 3.1938 0.0 0.0 0.0 0.712
C -2.3383 -2.5979 3.2332 0.0 0.1 0.1 -0.707
Cl -2.5806 -2.5803 4.9378 0.0 0.0 -0.1 0.696
Br -7.5695 0.8503 -1.4014 -0.1 0.0 0.0 0.771
C -5.6935 0.9555 -1.2955 0.0 0.0 0.1 -0.704
C -4.9406 -0.2041 -1.2203 0.1 0.0 0.0 -0.102
C -3.5564 -0.1174 -1.1733 -0.1 -0.2 -0.1 -0.042
C -2.9102 1.1108 -1.2019 0.3 0.1 0.0 -0.297
C -3.6867 2.2669 -1.2344 -0.2 0.1 0.1 -0.034
C -5.0729 2.1932 -1.2883 0.2 0.1 0.0 -0.111
N -1.4846 1.1708 -1.1667 0.3 -0.1 -0.2 -0.040
C -0.9435 2.1804 -1.8792 -0.4 -0.4 0.2 -0.101
C 0.4452 2.3665 -1.9270 0.3 0.0 0.0 -0.274
C 1.0501 3.3238 -2.7771 -0.1 0.0 0.1 -0.014
C 2.4076 3.3477 -2.8990 0.2 -0.1 0.0 -0.056
C 3.1776 2.4066 -2.1821 0.0 0.2 -0.1 -0.050
C 2.5284 1.5474 -1.3362 -0.2 -0.2 0.2 -0.134
N 1.1924 1.5200 -1.1683 -0.3 -0.1 -0.1 0.046
H -5.4259 -1.1715 -1.2064 0.0 0.0 0.0 0.111
H -2.9718 -1.0239 -1.1495 -0.1 0.1 0.0 0.035
H -3.2178 3.2422 -1.1871 0.0 0.0 0.0 0.116
H -5.6650 3.0983 -1.3138 0.0 0.0 0.0 0.107
H -1.5679 2.7993 -2.5105 -0.1 0.0 0.0 0.123
H 0.4232 4.0116 -3.3302 0.0 0.0 0.0 0.120
H 2.8890 4.0685 -3.5473 0.0 0.0 0.0 0.113
H 4.2528 2.3593 -2.2855 0.0 0.0 0.0 0.107
H 3.1010 0.8304 -0.7564 0.0 0.0 0.0 0.103
C 0.4225 -1.0898 -3.1359 -0.1 0.1 -0.1 -0.004
C 1.2435 -1.4856 -1.9596 0.4 -0.3 -0.2 -0.355
O 0.9281 -1.1053 -0.8274 1.0 -1.1 -0.5 -0.159
C 2.4572 -2.2991 -2.1399 -0.3 0.1 0.0 -0.145
C 3.3687 -2.4198 -1.0929 0.2 0.0 0.1 -0.026
C 4.5211 -3.1665 -1.2530 0.0 0.0 -0.1 -0.048
C 4.7602 -3.8102 -2.4633 0.0 0.0 0.0 -0.047
C 3.8544 -3.7000 -3.5097 0.0 0.0 0.0 -0.051
C 2.7087 -2.9385 -3.3523 0.0 -0.1 -0.1 -0.008
H -0.4125 -0.4687 -2.8263 0.0 0.0 0.0 0.067
H 0.0341 -1.9770 -3.6395 0.0 0.0 0.0 0.097
H 1.0451 -0.5419 -3.8469 0.0 0.0 0.0 0.117
H 3.1730 -1.9207 -0.1554 0.0 0.0 0.0 0.055
H 5.2300 -3.2464 -0.4388 0.0 0.0 0.0 0.107
H 5.6579 -4.4020 -2.5908 0.0 0.0 0.0 0.115
H 4.0402 -4.2068 -4.4470 0.0 0.0 0.0 0.114
H 2.0067 -2.8621 -4.1719 0.0 0.0 0.0 0.116
Cl 4.2647 -2.4020 2.8355 -0.1 0.0 0.0 0.532
C 2.7126 -3.2336 3.0946 0.2 0.0 0.0 -0.934
Cl 1.5108 -2.7639 1.8973 -0.1 -0.1 0.0 0.659
H 2.3378 -2.9623 4.0725 0.0 0.0 0.1 0.033
H 2.8832 -4.2978 3.0070 0.0 -0.1 0.0 0.033
```
Forces are in eV/Å.

Values from the calculation:
spin multiplicity = 3
net charge = +1
total energy = -367679.7362 eV
HOMO-LUMO gap (alpha / beta) = 5.080 / 7.052 eV
LUMO (alpha / beta) = -3.6 / -3.6 eV
HOMO energy (alpha / beta) = -8.694 / -10.702 eV

No. 2
A gas-phase ion, C4H7N2O3 (charge +1), computed with wB97M-V/def2-TZVPD.

XYZ file:
```
16
Properties=species:S:1:pos:R:3:forces:R:3:lowdin_charge:R:1
C 1.0423 1.1705 0.4474 2.5 0.9 0.1 -0.315
C 2.0507 -1.1318 0.0070 -2.6 -1.5 -0.9 -0.195
C -0.0705 1.0025 -0.5171 -1.2 -0.9 2.7 -0.077
C -0.6330 -0.3954 -0.4507 1.5 -0.5 2.3 -0.399
N 2.0831 0.0416 0.4038 2.8 2.2 2.0 0.189
N -1.7612 -0.5811 0.7336 0.6 1.5 -2.6 0.237
O 1.4529 2.0601 1.1175 -1.4 -0.4 -0.4 0.189
O 2.0988 -2.2204 -0.2867 0.8 -1.1 -0.3 0.327
O -1.1694 -0.8587 -1.5564 -3.0 0.3 -3.0 -0.029
H -0.6576 1.8744 -0.3097 -0.9 0.8 -0.4 0.132
H 0.3128 0.9625 -1.4812 1.0 0.6 -1.9 0.129
H 3.0164 0.3071 0.9008 -2.0 -0.2 -1.0 0.246
H -2.2016 0.3243 0.8584 -0.9 -0.3 0.4 0.148
H -1.2555 -0.8454 1.4996 1.7 -0.3 2.9 0.094
H -2.3344 -1.3932 0.5741 -0.8 0.1 -0.7 0.151
H -1.9737 -0.3170 -1.9405 2.0 -1.1 0.8 0.172
```
Forces are in eV/Å.

Values from the calculation:
net charge = +1
total energy = -13373.3543 eV
HOMO-LUMO gap = 7.674 eV
LUMO = -3.9 eV
HOMO energy = -11.592 eV

No. 3
A gas-phase ion, C2H3ClO2P (charge -1), computed with wB97M-V/def2-TZVPD.

XYZ file:
```
9
Properties=species:S:1:pos:R:3:forces:R:3:lowdin_charge:R:1
O -1.8909 -1.7756 -0.0262 -1.7 -0.6 -0.9 0.032
C -1.2868 -1.4606 0.9307 0.4 0.2 -2.0 -0.806
O -0.8205 -1.6911 1.9675 0.6 -0.4 2.9 0.045
P 0.0485 0.1417 0.1109 1.7 1.1 1.7 0.689
C 0.1091 1.3240 -1.1444 0.6 0.4 -0.4 -0.930
Cl 1.9140 1.4683 -1.5766 0.0 0.2 -0.4 0.201
H 1.1576 0.3336 1.2319 -1.3 0.0 -1.0 -0.041
H 0.8863 -0.6850 -0.5856 0.3 -1.2 -0.1 -0.094
H -0.1171 2.3447 -0.9083 -0.5 0.4 0.3 -0.095
```
Forces are in eV/Å.

Values from the calculation:
SMILES string = O=C([O-])[PH2]=CCl
net charge = -1
total energy = -28028.0248 eV
HOMO-LUMO gap = 7.089 eV
LUMO = 3.9 eV
HOMO energy = -3.204 eV

No. 4
A gas-phase ion, C4H6NO2 (charge +1), computed with wB97M-V/def2-TZVPD.

XYZ file:
```
13
Properties=species:S:1:pos:R:3:forces:R:3:lowdin_charge:R:1
C -0.1165 -1.4874 -0.3049 0.5 4.5 0.7 0.436
C 0.4301 -0.3256 -0.1409 -0.9 -0.4 -0.1 -0.233
C -0.3521 1.0238 -0.3663 0.1 -0.2 0.4 -0.096
C 1.7946 -0.1182 0.4288 0.4 -3.1 1.9 -0.005
N -2.3265 -0.2364 -0.1040 1.5 -1.6 -0.1 -0.025
O -3.3996 -0.2648 0.2944 -0.1 0.5 -0.3 0.207
O -1.6933 0.9951 -0.0934 -2.3 0.6 1.6 -0.029
H -0.4026 -2.4144 -0.6258 -0.7 -2.2 -0.5 0.087
H 0.0683 1.8146 0.3147 -0.1 -0.9 -0.9 0.177
H -0.4124 1.2397 -1.4091 1.6 0.5 -1.0 0.144
H 2.3376 -1.1215 0.4329 -0.4 1.7 0.1 0.133
H 1.6810 0.2321 1.4696 -0.4 -0.7 0.0 0.126
H 2.3914 0.6631 0.1040 0.9 1.4 -1.9 0.079
```
Forces are in eV/Å.

Values from the calculation:
net charge = +1
total energy = -9816.0274 eV
HOMO-LUMO gap (alpha / beta) = 8.421 / 8.420 eV
LUMO (alpha / beta) = -7.1 / -7.1 eV
HOMO energy (alpha / beta) = -15.495 / -15.494 eV

No. 5
A molecular structure, C25H29MoN5O3S, computed with wB97M-V/def2-TZVPD.

XYZ file:
```
64
Properties=species:S:1:pos:R:3:forces:R:3:lowdin_charge:R:1
Mo -0.1324 0.7488 0.1755 0.5 0.1 0.9 1.783
C -1.7017 -3.4609 -0.6380 -0.1 0.1 -0.1 -0.016
C -2.7183 -2.4872 -1.1871 0.2 -0.1 0.1 -0.195
C -3.9718 -2.9247 -1.5897 0.0 -0.1 0.0 -0.017
C -4.9194 -2.0324 -2.0623 0.0 0.0 0.0 -0.029
C -4.6352 -0.6770 -2.1187 -0.1 0.0 0.0 -0.016
C -3.3986 -0.1884 -1.7214 0.1 0.2 0.0 -0.203
C -3.1025 1.2873 -1.7730 -0.1 -0.2 -0.1 -0.047
C -2.4506 -1.1170 -1.2884 -0.1 0.0 0.1 -0.177
N -1.1235 -0.7191 -0.8799 0.3 0.1 -0.2 -0.006
C -0.0696 -0.9076 -1.6132 -0.2 -0.6 -0.3 -0.283
C -0.0513 -1.1910 -3.0673 0.0 0.0 0.0 0.055
C 1.2018 -0.7994 -0.7951 0.4 -0.4 -1.1 -0.357
C 1.8795 -2.0630 -0.3942 0.0 0.1 0.3 0.043
N 1.7066 0.4171 -0.7776 -0.9 0.0 1.2 0.006
C 3.0520 0.8116 -0.4663 0.1 0.2 -0.1 -0.174
C 3.5676 0.7985 0.8339 -0.2 0.0 0.1 -0.206
C 2.7524 0.4230 2.0423 0.1 0.0 0.0 -0.036
C 4.8853 1.2049 1.0017 0.1 0.0 0.0 -0.021
C 5.6473 1.6327 -0.0722 0.0 0.0 0.0 -0.029
C 5.1005 1.6643 -1.3453 0.1 0.0 0.0 -0.015
C 3.7950 1.2562 -1.5673 -0.1 -0.1 -0.2 -0.196
C 3.2047 1.2695 -2.9564 0.1 0.0 0.1 -0.024
H -2.1892 -4.3861 -0.3385 0.0 0.0 0.0 0.094
H -1.1911 -3.0516 0.2345 0.0 0.0 0.0 0.067
H -0.9482 -3.7260 -1.3875 0.0 0.0 0.0 0.089
H -4.2061 -3.9804 -1.5247 0.0 0.0 0.0 0.127
H -5.8880 -2.3947 -2.3829 0.0 0.0 0.0 0.123
H -5.3822 0.0192 -2.4806 0.0 0.0 0.0 0.126
H -3.9720 1.8447 -2.1148 0.0 0.0 0.0 0.097
H -2.2787 1.5201 -2.4499 0.0 0.0 0.0 0.078
H -2.8452 1.6705 -0.7838 0.0 0.1 0.0 0.050
H -1.0565 -1.1771 -3.4811 0.0 0.0 0.0 0.108
H 0.4015 -2.1692 -3.2507 0.0 0.0 0.0 0.116
H 0.5730 -0.4491 -3.5721 0.0 0.0 0.0 0.105
H 1.2038 -2.7042 0.1733 0.0 0.0 0.0 0.099
H 2.7729 -1.8572 0.1910 0.0 0.0 0.0 0.099
H 2.1722 -2.6057 -1.2975 0.0 0.0 0.0 0.117
H 2.0410 -0.3797 1.8529 0.0 0.0 0.0 0.042
H 2.2097 1.2915 2.4227 -0.1 0.0 0.0 0.085
H 3.4077 0.0832 2.8427 0.0 0.0 0.0 0.099
H 5.3171 1.1873 1.9950 0.0 0.0 0.0 0.126
H 6.6680 1.9554 0.0872 0.0 0.0 0.0 0.123
H 5.6910 2.0166 -2.1821 0.0 0.0 0.0 0.128
H 3.7586 1.9489 -3.6008 0.0 0.0 0.0 0.092
H 2.1601 1.5854 -2.9451 0.0 0.0 0.0 0.068
H 3.2574 0.2763 -3.4129 0.0 0.0 0.0 0.092
O -1.7910 4.2077 -1.3155 0.0 0.0 0.1 -0.367
S -0.5994 3.9157 -0.5819 0.1 0.0 0.0 1.006
N -0.2591 2.4100 -0.5282 -0.2 0.5 -0.6 -0.537
C -1.2767 -1.1820 4.5527 0.0 0.1 0.1 0.043
N -1.1982 0.1262 3.8746 0.0 -0.2 0.0 -0.015
C -1.6510 1.2825 4.5086 0.0 0.0 0.1 0.015
C -1.6421 2.4856 3.9266 0.1 -0.1 0.1 0.057
C -1.1193 2.6483 2.5822 0.0 -0.2 0.0 -0.430
O -1.0936 3.6953 1.9807 0.0 0.1 -0.3 0.025
N -0.6328 1.4386 2.0099 -0.2 0.1 0.4 -0.004
C -0.7154 0.2362 2.6403 0.0 0.1 0.1 -0.515
O -0.3027 -0.7219 1.9139 0.0 0.3 -0.6 -0.079
H -0.6629 -1.1625 5.4503 0.0 0.0 0.0 0.112
H -0.9109 -1.9480 3.8802 0.0 0.0 -0.1 0.094
H -2.3094 -1.3917 4.8184 0.0 0.0 0.0 0.111
H -2.0220 1.1342 5.5141 0.0 -0.1 0.0 0.152
H -2.0082 3.3617 4.4392 0.0 0.0 0.0 0.139
```
Forces are in eV/Å.

Values from the calculation:
net charge = +2
total energy = -52663.9793 eV
HOMO-LUMO gap (alpha / beta) = 6.004 / 5.865 eV
LUMO (alpha / beta) = -8.4 / -8.6 eV
HOMO energy (alpha / beta) = -14.447 / -14.444 eV

No. 6
A gas-phase ion, C16H27N2O6 (charge +1), computed with wB97M-V/def2-TZVPD.

XYZ file:
```
51
Properties=species:S:1:pos:R:3:forces:R:3:lowdin_charge:R:1
C 0.9940 -3.9565 0.7573 -0.6 0.1 -0.4 -0.074
C 0.4473 -2.9370 -0.2493 0.2 -0.5 0.1 -0.212
C 1.4879 -1.9386 -0.7419 -0.5 -0.4 -0.5 -0.171
O 2.5122 -1.6573 0.2315 -0.5 0.7 0.3 0.036
C 2.1819 -0.7748 1.1824 0.9 -0.7 2.1 -0.401
O 2.4691 -0.9485 2.3585 -0.3 0.3 -1.9 0.168
C 1.4682 0.5015 0.8239 0.3 -1.1 -0.3 0.029
C 2.1127 1.4660 0.1084 1.0 -0.4 -0.2 -0.229
O 3.3942 1.3235 -0.2829 0.0 0.1 -0.4 -0.016
C 3.4984 0.9094 -1.6731 0.3 -0.2 -0.2 -0.149
C 4.9464 0.9007 -2.1411 0.0 0.3 0.3 -0.200
C 5.9721 0.7347 -1.0129 -0.5 -0.1 -0.6 -0.074
C 1.4518 2.6106 -0.1762 0.5 1.1 -0.6 0.051
N 0.2060 2.7627 0.2297 -0.4 0.6 -0.2 0.160
C -0.4747 1.8579 0.9268 -0.9 0.3 0.0 -0.086
C -1.8871 2.2507 1.2791 0.3 0.5 0.2 -0.132
O -2.6479 1.1746 1.7055 -0.1 0.2 -0.2 -0.081
C -4.0232 1.2245 1.3752 -0.2 -0.7 0.6 -0.228
O -4.3178 0.0785 0.6432 0.1 0.3 -0.5 -0.079
C -5.3529 0.3240 -0.3133 -0.1 0.0 0.4 -0.177
C -5.8529 -0.9707 -0.8963 -0.3 -0.3 -0.7 -0.229
O -7.2364 -1.1035 -0.6141 0.0 0.1 0.3 -0.052
C 0.1734 0.6942 1.2622 -0.6 -1.1 1.1 -0.157
N -0.4394 -0.2916 2.0023 0.3 0.0 0.7 0.186
H 0.3602 -4.8340 0.7084 -0.1 -0.2 0.2 0.076
H 1.9908 -4.2777 0.4813 0.3 0.1 0.2 0.084
H 0.9415 -3.5718 1.7685 0.4 0.0 0.2 0.071
H -0.4560 -2.4665 0.1265 0.0 0.3 0.2 0.098
H 0.1360 -3.5015 -1.1232 -0.1 0.1 -0.3 0.111
H 0.9885 -1.0442 -1.1145 0.2 0.3 0.2 0.122
H 1.9973 -2.3734 -1.5910 0.4 0.0 0.0 0.131
H 3.0555 -0.0756 -1.7534 0.0 -0.3 0.1 0.105
H 2.9254 1.5713 -2.3207 -0.3 0.2 0.2 0.126
H 5.1316 1.8259 -2.6769 0.2 0.2 -0.1 0.107
H 5.0282 0.1105 -2.8786 0.1 -0.2 -0.1 0.112
H 5.5642 0.0967 -0.2402 0.2 -0.2 0.3 0.072
H 6.8738 0.2965 -1.4149 0.3 -0.1 0.0 0.076
H 6.2063 1.7068 -0.6047 0.1 0.1 0.3 0.076
H 1.9524 3.3860 -0.7225 -0.1 0.4 -0.1 0.165
H -0.2540 3.6367 0.0054 -0.1 0.0 0.0 0.194
H -1.8226 3.0258 2.0539 0.0 0.0 0.2 0.153
H -2.3086 2.7549 0.4066 -0.2 -0.1 -0.2 0.139
H -4.2997 2.1432 0.8554 0.2 0.1 -0.3 0.133
H -4.5777 1.1895 2.3136 0.0 0.1 0.2 0.149
H -6.1802 0.8210 0.1914 -0.3 0.0 -0.1 0.132
H -4.9989 0.9730 -1.1146 0.3 0.2 0.0 0.126
H -5.7210 -0.9382 -1.9798 0.1 0.0 -0.1 0.117
H -5.2909 -1.8304 -0.5377 0.2 0.1 0.3 0.126
H -7.4984 -2.0061 -0.8042 -0.1 -0.1 0.0 0.089
H -1.0523 0.0555 2.7265 -0.5 -0.1 -0.4 0.119
H 0.2250 -0.9092 2.4542 0.1 0.0 -0.2 0.104
```
Forces are in eV/Å.

Values from the calculation:
SMILES string = CCCOC(=O)c1c(OCCC)c[nH+]c(COCOCCO)c1N
net charge = +1
total energy = -32286.9491 eV
HOMO-LUMO gap = 8.410 eV
LUMO = -4.1 eV
HOMO energy = -12.552 eV

No. 7
C7H15N in the gas phase, computed with wB97M-V/def2-TZVPD.

XYZ file:
```
23
Properties=species:S:1:pos:R:3:forces:R:3:lowdin_charge:R:1
C 1.3278 0.9807 -1.3543 -0.6 0.3 -0.9 0.015
C 0.0813 1.2479 -0.9210 0.9 0.1 0.4 -0.414
C -0.5222 2.6168 -1.0792 0.1 0.0 0.0 -0.050
N -0.6978 0.3897 -0.1771 -0.9 0.3 -0.3 0.034
C -0.2362 -0.8170 0.4565 2.5 0.2 0.8 -0.566
C -1.2805 -1.2477 1.4843 0.3 0.1 -0.1 -0.054
C -0.0235 -1.9474 -0.5499 -0.2 0.0 0.0 -0.047
C 1.1981 -0.5074 1.2478 -1.8 -1.2 -0.3 -0.019
H 1.7429 -0.0032 -1.4468 0.1 -0.2 0.4 0.033
H 1.8724 1.7439 -1.8865 -0.1 0.2 -0.1 0.048
H -1.5425 2.5458 -1.4633 0.0 0.0 0.0 0.081
H 0.0661 3.2207 -1.7675 0.0 0.0 0.0 0.074
H -0.5557 3.1362 -0.1179 -0.1 0.0 0.0 0.081
H -1.4166 0.8702 0.3444 0.0 -0.1 -0.1 0.122
H -1.4666 -0.4509 2.2038 0.0 0.1 0.1 0.081
H -0.9175 -2.1137 2.0310 0.0 -0.1 0.1 0.083
H -2.2217 -1.5128 0.9960 0.1 0.0 0.0 0.086
H 0.3520 -2.8401 -0.0483 0.0 0.0 0.0 0.083
H -0.9721 -2.1904 -1.0342 0.0 0.0 0.0 0.085
H 0.6831 -1.6787 -1.3291 0.0 0.0 0.0 0.062
H 1.4787 -1.4520 1.7137 -0.1 0.0 0.3 0.063
H 2.0793 -0.2168 0.6793 -0.5 0.2 -0.3 0.049
H 0.9712 0.2262 2.0183 0.2 0.1 0.1 0.071
```
Forces are in eV/Å.

Values from the calculation:
SMILES string = C=C(C)NC(C)(C)C
net charge = 0
total energy = -8991.8088 eV
HOMO-LUMO gap = 8.731 eV
LUMO = 0.9 eV
HOMO energy = -7.786 eV

No. 8
C6H8N2O in the gas phase, computed with wB97M-V/def2-TZVPD.

XYZ file:
```
17
Properties=species:S:1:pos:R:3:forces:R:3:lowdin_charge:R:1
C 1.3701 1.6072 -1.2631 1.6 1.5 -0.6 0.011
C 2.0174 0.8570 -0.3695 -1.5 -0.9 0.0 -0.156
O 1.2653 -0.0388 0.3847 -2.2 -0.6 0.5 -0.036
C -0.0315 -0.3372 -0.0578 0.0 -0.5 -1.2 -0.238
C -0.5500 -0.4814 -1.3560 1.0 0.0 0.3 -0.054
C -1.7713 -1.0763 -1.2229 0.9 0.2 3.6 -0.136
N -2.0456 -1.3072 0.0779 -1.3 -0.1 -1.3 0.064
N -1.0233 -0.8278 0.7393 2.5 0.8 1.0 -0.160
C -0.9338 -1.0362 2.1879 5.3 -0.7 -2.7 0.033
H 0.2883 1.7013 -1.3372 0.4 -0.5 0.3 0.063
H 1.8601 2.3011 -1.9657 0.2 -0.5 0.7 0.068
H 3.0248 0.5901 -0.0115 -0.1 1.2 -1.1 0.132
H -0.1664 -0.3288 -2.3298 0.8 0.5 -0.3 0.096
H -2.3949 -1.3188 -1.9831 -2.0 -0.8 -1.8 0.070
H 0.2363 -1.2478 2.4232 -3.1 0.6 -0.1 0.159
H -1.3877 -0.2875 2.6800 -0.9 3.1 1.9 0.045
H -1.5363 -1.8319 2.2913 -1.6 -3.3 1.0 0.038
```
Forces are in eV/Å.

Values from the calculation:
SMILES string = C=COc1ccnn1C
net charge = 0
total energy = -11376.1898 eV
HOMO-LUMO gap = 9.383 eV
LUMO = 1.0 eV
HOMO energy = -8.421 eV